{
  "formula": "C20H41F6N4PPtSbSi3",
  "method": "wB97M-V/def2-TZVPD",
  "multiplicity": 2,
  "homo_energy_ev": [-14.40, -15.10],
  "e_lumo_ev": [-6.706, -8.074],
  "largest_force_ev_per_a": 0.108,
  "total_charge": 2,
  "e_above_lowest_kj_mol": 0.0,
  "homo_lumo_gap_ev": [7.70, 7.02],
  "energy_ev": -86368.2160,
  "elements": ["Pt", "C", "Si", "C", "C", "C", "Si", "C", "C", "C", "Si", "C", "C", "C", "C", "C", "C", "C", "N", "H", "H", "H", "H", "H", "H", "H", "H", "H", "H", "H", "H", "H", "H", "H", "H", "H", "H", "H", "H", "H", "H", "H", "H", "H", "H", "H", "H", "C", "N", "C", "N", "C", "N", "C", "P", "C", "C", "H", "H", "H", "H", "H", "H", "H", "H", "H", "H", "H", "H", "H", "F", "Sb", "F", "F", "F", "F", "F"],
  "positions_angstrom": [[-0.97556, -0.29392, -0.27949], [0.54127, 2.69204, -3.84716], [0.38019, 1.02569, -3.00566], [2.00060, 0.09841, -3.08581], [-0.92710, 0.08112, -3.95394], [-0.11850, 1.40934, -1.16589], [1.34195, 2.08134, -0.11855], [2.71762, 0.80479, 0.05545], [0.78951, 2.53768, 1.61809], [2.16318, 3.56941, -0.88730], [-1.59665, 2.61528, -1.09839], [-2.99039, 2.20128, -2.25689], [-1.19836, 4.43071, -1.14429], [-2.22096, 2.17370, 0.63752], [-2.97332, 2.97034, 1.49216], [-3.39085, 2.48673, 2.71830], [-3.05986, 1.18413, 3.07521], [-2.31701, 0.42827, 2.20044], [-1.89718, 0.92022, 1.02096], [0.86904, 2.48494, -4.87054], [1.25903, 3.37699, -3.40375], [-0.42153, 3.20102, -3.93073], [2.16456, -0.19651, -4.12533], [1.98304, -0.81948, -2.49378], [2.85811, 0.69876, -2.78214], [-0.49022, -0.82015, -4.38950], [-1.29253, 0.69477, -4.77978], [-1.79382, -0.22606, -3.37797], [2.36047, -0.21883, -0.01723], [3.22977, 0.94183, 1.01151], [3.46418, 0.93706, -0.72719], [0.36830, 1.70287, 2.18370], [0.05883, 3.34830, 1.63486], [1.66779, 2.89345, 2.16352], [2.74627, 3.29269, -1.76642], [2.86896, 3.95719, -0.14650], [1.49512, 4.38427, -1.15967], [-2.71831, 2.37318, -3.29934], [-3.84319, 2.84668, -2.03175], [-3.32161, 1.16487, -2.16551], [-0.70494, 4.71097, -2.07559], [-0.57362, 4.75954, -0.31357], [-2.13834, 4.98792, -1.10273], [-3.23018, 3.97460, 1.18157], [-3.97563, 3.10505, 3.38618], [-3.38221, 0.75476, 4.01279], [-2.06696, -0.60099, 2.41766], [1.23463, -4.67335, 2.03584], [2.22604, -3.68132, 1.39293], [2.90851, -2.87423, 2.51083], [1.93929, -2.24600, 3.34025], [1.03357, -3.23870, 3.91725], [0.32578, -3.97986, 2.87859], [-0.64045, -3.16711, 2.14676], [0.22982, -1.77700, 1.27397], [1.53139, -2.77871, 0.41635], [1.23151, -1.14106, 2.69175], [1.83990, -5.37483, 2.60927], [0.72447, -5.18557, 1.22121], [2.93753, -4.21517, 0.88879], [3.56182, -2.14829, 2.02774], [3.50014, -3.58803, 3.08343], [0.31376, -2.74031, 4.56381], [1.61389, -3.93783, 4.51989], [-1.37661, -2.76481, 2.84394], [-1.17036, -3.77198, 1.41477], [2.28021, -2.13876, -0.04600], [1.06364, -3.38958, -0.35127], [0.57179, -0.66206, 3.41777], [1.93836, -0.39006, 2.34691], [-2.37667, -2.35036, -0.08101], [-2.03359, -3.13860, -1.82424], [-3.39506, -4.37277, -1.66774], [-3.09065, -1.75927, -2.49519], [-1.33013, -3.62345, -3.46267], [-0.49380, -1.76885, -1.72864], [-0.80772, -4.24836, -0.89280]],
  "lowdin_charge": [1.084, -0.151, 0.428, -0.164, -0.173, -0.530, 0.418, -0.173, -0.162, -0.153, 0.473, -0.145, -0.145, -0.277, -0.015, 0.003, -0.008, -0.115, -0.144, 0.059, 0.023, 0.033, 0.053, 0.021, 0.027, 0.046, 0.053, -0.014, -0.026, 0.044, 0.039, 0.011, 0.034, 0.054, 0.040, 0.057, 0.026, 0.045, 0.055, 0.035, 0.042, 0.038, 0.055, 0.126, 0.132, 0.127, 0.086, -0.076, -0.050, -0.084, -0.132, -0.130, -0.130, -0.261, 0.994, -0.217, -0.259, 0.155, 0.150, 0.193, 0.152, 0.154, 0.146, 0.149, 0.107, 0.085, 0.092, 0.084, 0.108, 0.078, -0.418, 1.451, -0.288, -0.315, -0.289, -0.477, -0.342]
}

{
  "formula": "C20H41N2P3SeTm",
  "method": "wB97M-V/def2-TZVPD",
  "multiplicity": 3,
  "homo_energy_ev": [-15.16, -15.16],
  "e_lumo_ev": [-10.131, -10.120],
  "largest_force_ev_per_a": 3.976,
  "total_charge": 3,
  "e_above_lowest_kj_mol": 120.0,
  "homo_lumo_gap_ev": [5.03, 5.04],
  "energy_ev": -147101.3271,
  "elements": ["Tm", "P", "P", "P", "H", "C", "C", "H", "C", "C", "C", "C", "C", "C", "C", "C", "C", "H", "H", "H", "H", "H", "H", "H", "H", "H", "H", "H", "H", "H", "H", "H", "H", "H", "H", "H", "H", "H", "H", "H", "H", "H", "H", "H", "H", "H", "C", "C", "C", "C", "C", "C", "Se", "H", "H", "H", "H", "H", "H", "N", "C", "C", "C", "N", "H", "H", "H", "H"],
  "positions_angstrom": [[1.18328, 0.12685, -0.31323], [2.27502, 1.06784, 2.07443], [-1.30120, -0.53271, 0.98559], [-0.39350, 2.32625, -0.97865], [4.01738, -0.39473, -2.56400], [3.57046, 0.56355, -2.25455], [2.21767, 0.78360, -2.09424], [1.35880, 0.14482, -2.53461], [3.42621, -0.08475, 2.91000], [1.20478, 1.56734, 3.48033], [3.33451, 2.54849, 1.90338], [-2.63453, -1.28943, -0.02675], [-1.11185, -1.87253, 2.23467], [-2.32793, 0.62060, 1.98892], [0.30892, 3.36244, -2.32943], [-0.52234, 3.57939, 0.35958], [-2.12254, 2.21065, -1.56148], [4.30666, 1.39403, -2.33265], [1.94757, 1.77447, -1.62468], [3.89361, -0.73314, 2.16029], [2.90031, -0.72249, 3.62949], [4.22273, 0.45234, 3.43862], [0.57749, 0.72933, 3.80207], [0.53527, 2.38371, 3.18984], [1.77978, 1.90524, 4.35156], [3.91717, 2.46797, 0.97938], [4.03747, 2.64199, 2.73926], [2.73834, 3.46535, 1.84574], [-3.39318, -1.73152, 0.63732], [-2.20466, -2.07338, -0.66345], [-3.10439, -0.53832, -0.67400], [-2.07274, -2.02149, 2.74921], [-0.34353, -1.60077, 2.97236], [-0.81362, -2.81030, 1.74789], [-3.11912, 0.04175, 2.48957], [-2.79424, 1.39256, 1.36407], [-1.71054, 1.11239, 2.75242], [-0.24982, 4.30708, -2.33811], [0.19604, 2.83780, -3.28866], [1.37462, 3.56185, -2.15321], [-0.92280, 4.48950, -0.10943], [0.47185, 3.78307, 0.78654], [-1.19953, 3.22376, 1.14795], [-2.41896, 3.23227, -1.84316], [-2.78138, 1.82608, -0.77129], [-2.15417, 1.55141, -2.44150], [-0.31881, -0.52496, -5.62895], [0.98267, -0.87503, -6.07800], [1.54212, -0.22724, -7.19501], [0.80978, 0.79652, -7.83306], [-0.44484, 1.19839, -7.34548], [-0.99042, 0.55078, -6.23667], [-1.26843, -1.57920, -4.32464], [-2.23664, -0.50846, -3.91598], [1.53649, -1.68511, -5.58577], [2.53197, -0.53510, -7.58068], [1.22364, 1.28030, -8.72006], [-0.99290, 2.00427, -7.84078], [-1.98088, 0.80863, -5.86957], [1.73750, -2.84324, 0.62141], [1.84698, -4.12899, 0.24703], [1.85120, -4.14462, -1.13890], [1.70299, -2.82500, -1.55390], [1.61817, -2.00826, -0.45933], [1.65976, -2.48294, 1.56389], [1.87860, -4.92731, 0.97928], [1.92720, -5.01852, -1.76520], [1.63150, -2.43854, -2.55512]],
  "nbo_charge": [1.798, 0.673, 0.705, 0.672, 0.248, -0.149, -0.749, 0.279, -0.920, -0.913, -0.912, -0.911, -0.920, -0.911, -0.916, -0.912, -0.909, 0.269, 0.238, 0.242, 0.262, 0.286, 0.246, 0.253, 0.286, 0.243, 0.282, 0.261, 0.270, 0.254, 0.253, 0.277, 0.231, 0.246, 0.273, 0.246, 0.246, 0.272, 0.267, 0.236, 0.274, 0.241, 0.255, 0.271, 0.247, 0.257, -0.216, -0.262, -0.188, -0.190, -0.172, -0.251, 0.127, 0.078, 0.208, 0.243, 0.244, 0.244, 0.218, -0.314, 0.067, -0.289, 0.040, -0.572, 0.433, 0.279, 0.289, 0.251]
}